# 1
Density functional theory data (ωB97M-V/def2-TZVPD) for a molecular structure, C28H23IN2O5Ti at a distorted geometry.

```
60
C28H23IN2O5Ti, DFT ωB97M-V/def2-TZVPD
Ti -0.60 -1.03 -0.53
C -3.65 -3.69 1.26
C -2.31 -3.47 1.88
N -2.14 -3.79 3.14
C -0.97 -3.63 3.75
C 0.16 -3.16 3.11
C 1.45 -2.91 3.87
O 2.60 -3.40 3.20
C 0.04 -2.79 1.74
C 1.19 -2.49 0.94
N 1.09 -1.89 -0.22
C 2.14 -1.68 -1.14
C 3.47 -1.47 -0.76
C 4.43 -1.14 -1.70
C 4.09 -1.01 -3.04
C 2.78 -1.26 -3.45
C 1.83 -1.60 -2.50
I -0.17 -2.09 -3.18
C -1.25 -2.90 1.14
O -1.44 -2.48 -0.11
H -4.37 -3.93 2.04
H -3.61 -4.54 0.57
H -3.97 -2.82 0.70
H -0.96 -3.89 4.80
H 1.37 -3.33 4.87
H 1.58 -1.84 3.97
H 2.81 -4.29 3.50
H 2.15 -2.87 1.29
H 3.74 -1.55 0.29
H 5.45 -0.97 -1.38
H 4.83 -0.73 -3.77
H 2.52 -1.20 -4.50
O -0.80 0.62 -1.49
C -1.07 1.78 -0.56
C -1.48 1.10 0.76
O -2.22 1.53 1.57
O -0.82 -0.06 0.88
C -2.07 2.65 -1.27
C -1.59 3.45 -2.31
C -2.47 4.22 -3.05
C -3.83 4.20 -2.76
C -4.30 3.37 -1.75
C -3.43 2.58 -1.02
C 0.22 2.48 -0.14
C 0.16 3.78 0.35
C 1.30 4.38 0.86
C 2.50 3.69 0.89
C 2.56 2.39 0.39
C 1.43 1.78 -0.11
H -0.90 0.97 -2.38
H -0.53 3.48 -2.53
H -2.10 4.85 -3.85
H -4.51 4.83 -3.31
H -5.37 3.33 -1.54
H -3.82 1.94 -0.24
H -0.78 4.32 0.35
H 1.25 5.39 1.25
H 3.39 4.15 1.30
H 3.51 1.86 0.40
H 1.50 0.78 -0.50
```

As for the spin multiplicity: 1. The net charge is +2. The calculation puts the energy above the lowest of the compared OMol25 structures with the same formula, charge and spin at 0.00 kcal per mole. The total energy comes out at -2713.18030 a.u. The HOMO-LUMO gap comes out at 6.6963 eV. The value obtained for the molar mass is 642.3 g mol⁻¹.

Results of the Löwdin charge analysis, in e, for atoms 1 through 5:
1. Ti 0.98
2. C 0.01
3. C -0.23
4. N 0.17
5. C -0.03

---

# 2
Density functional theory data (ωB97M-V/def2-TZVPD) for 3 unconnected molecules or ions with the total composition C4H17N2O2 at a distorted geometry.

```
25
C4H17N2O2, DFT ωB97M-V/def2-TZVPD
N -1.26 1.61 0.50
C -0.38 1.05 1.61
C 0.51 2.16 2.09
C 0.20 -0.28 1.15
N 0.77 -0.16 -0.18
C 2.18 -0.35 -0.48
H -1.85 0.85 0.16
H -1.84 2.33 0.91
H -0.66 1.94 -0.27
H -1.13 0.87 2.38
H 1.01 2.73 1.30
H 1.42 1.79 2.58
H 0.00 2.81 2.80
H 0.94 -0.61 1.88
H -0.67 -0.95 1.07
H 0.18 -0.54 -0.91
H 2.37 -1.41 -0.70
H 2.37 0.02 -1.48
H 2.97 -0.01 0.17
H -0.71 -6.23 -1.73
H -1.81 -6.33 -2.70
O -1.18 -6.90 -2.25
H -0.46 1.91 -2.97
H -1.91 1.96 -2.69
O -1.08 1.73 -2.25
```

As for the spin multiplicity: 1. The net charge is +1. The calculation puts the energy above the lowest of the compared OMol25 structures with the same formula, charge and spin at 40.25 kcal per mole. The total energy comes out at -422.32855 a.u. The HOMO-LUMO gap comes out at 9.2102 eV. The value obtained for the molar mass is 125.2 g mol⁻¹.

Results of the Löwdin charge analysis, in e, for atoms 1 through 5:
1. N 0.20
2. C -0.33
3. C -0.04
4. C -0.17
5. N -0.12

---

# 3
Density functional theory data (ωB97M-V/def2-TZVPD) for C4H7NO in the gas phase at a distorted geometry.

```
13
C4H7NO, DFT ωB97M-V/def2-TZVPD
N -0.16 -0.91 -0.47
C 1.33 -0.49 -0.09
C -1.31 -0.30 0.13
C 1.64 0.51 0.74
C -1.71 0.92 -0.19
O 0.44 -0.25 -1.57
H -0.29 -1.90 -0.64
H 1.98 -1.33 -0.29
H -1.77 -0.93 0.88
H 2.62 0.50 1.20
H 0.99 1.35 0.92
H -2.57 1.35 0.30
H -1.18 1.50 -0.93
```

As for the spin multiplicity: 1. The net charge is 0. The calculation puts the energy above the lowest of the compared OMol25 structures with the same formula, charge and spin at 140.67 kcal per mole. The total energy comes out at -286.40747 a.u. The HOMO-LUMO gap comes out at 8.2083 eV. The value obtained for the molar mass is 85.1 g mol⁻¹.

Results of the Löwdin charge analysis, in e, for atoms 1 through 5:
1. N -0.14
2. C -0.20
3. C -0.15
4. C -0.04
5. C 0.06

---

# 4
Density functional theory data (ωB97M-V/def2-TZVPD) for 2 unconnected molecules or ions with the total composition C3H3N3O at a distorted geometry.

```
10
C3H3N3O, DFT ωB97M-V/def2-TZVPD
N -0.34 -0.49 1.84
C -0.60 -0.41 0.68
C -0.80 -0.07 -0.58
C -0.36 1.32 -0.77
O 0.65 1.80 -0.29
H 0.53 -0.62 2.32
H -1.23 -0.67 -1.38
H -1.09 1.94 -1.33
N 1.79 -1.46 0.27
N 1.45 -1.35 -0.77
```

As for the spin multiplicity: 1. The SMILES is N=C=CC=O.N#N. The net charge is 0. The calculation puts the energy above the lowest of the compared OMol25 structures with the same formula, charge and spin at 36.15 kcal per mole. The total energy comes out at -355.58228 a.u. The HOMO-LUMO gap comes out at 9.8520 eV. The value obtained for the molar mass is 97.1 g mol⁻¹.

Results of the Löwdin charge analysis, in e, for atoms 1 through 5:
1. N 0.21
2. C -0.25
3. C -0.13
4. C -0.30
5. O 0.03

---

# 5
Density functional theory data (ωB97M-V/def2-TZVPD) for 3 unconnected molecules or ions with the total composition C21H43BCl3N3O6S.

```
78
C21H43BCl3N3O6S, DFT ωB97M-V/def2-TZVPD
C -0.44 4.87 -1.05
C -0.41 3.79 0.05
C -0.39 2.36 -0.50
C 0.37 1.41 0.43
C -0.37 1.33 1.78
C 0.66 -0.03 -0.18
B -0.79 -0.69 -0.39
N -1.67 -0.40 -1.51
O -1.19 -1.46 0.68
C 1.60 -0.77 0.79
C 2.17 -2.15 0.37
C 1.17 -3.29 0.68
Cl 1.82 -4.87 0.04
C 0.70 -3.51 2.10
C -0.44 -4.54 2.16
C 3.51 -2.41 1.09
Cl 4.90 -1.64 0.24
C 3.52 -2.03 2.59
C 4.30 -0.80 3.01
Cl 4.17 -3.44 3.53
C 2.30 -2.14 -1.16
O 2.72 -0.88 -1.65
S 1.62 0.27 -1.70
O 2.38 1.47 -1.57
O 0.80 0.05 -2.85
H -1.45 5.21 -1.26
H 0.01 4.49 -1.97
H 0.13 5.75 -0.75
H 0.44 3.95 0.73
H -1.30 3.91 0.67
H -1.42 2.00 -0.61
H 0.05 2.37 -1.50
H 1.36 1.84 0.60
H -1.43 1.57 1.65
H -0.34 0.35 2.25
H 0.03 2.07 2.48
H -1.66 -1.03 -2.30
H -2.64 -0.32 -1.20
H -2.01 -1.94 0.51
H 2.46 -0.11 0.95
H 1.10 -0.86 1.75
H 0.29 -3.11 0.07
H 0.32 -2.56 2.49
H 1.53 -3.85 2.73
H -0.76 -4.84 1.16
H -1.32 -4.08 2.63
H -0.17 -5.42 2.74
H 3.74 -3.47 1.00
H 2.50 -1.94 2.94
H 5.37 -0.99 2.98
H 4.03 -0.55 4.03
H 4.07 0.05 2.37
H 3.00 -2.89 -1.53
H 1.33 -2.38 -1.61
C 0.67 9.56 -5.41
N 0.15 9.12 -4.13
C 0.19 7.86 -3.59
C 0.85 6.78 -4.40
O -0.30 7.64 -2.50
H 1.42 10.33 -5.28
H -0.13 9.96 -6.04
H 1.13 8.72 -5.93
H -0.31 9.79 -3.54
H 0.80 5.85 -3.83
H 0.35 6.64 -5.36
H 1.90 7.01 -4.60
C -5.25 -7.26 1.10
N -4.96 -5.84 1.00
C -4.51 -5.00 1.97
C -4.27 -5.60 3.34
O -4.30 -3.83 1.73
H -4.62 -7.83 0.41
H -6.29 -7.46 0.86
H -5.05 -7.61 2.10
H -5.09 -5.39 0.11
H -3.92 -4.80 3.99
H -5.19 -6.02 3.75
H -3.52 -6.38 3.30
```

As for the spin multiplicity: 1. The SMILES is CCC[C@@H](C)[C@]1(B(N)O)C[C@]([C@@H](Cl)CC)([C@@H](Cl)[C@H](C)Cl)COS1(=O)=O.CNC(C)=O.CNC(C)=O. The net charge is 0. The total energy comes out at -3245.41558 a.u. The HOMO-LUMO gap comes out at 9.7801 eV. The value obtained for the molar mass is 582.8 g mol⁻¹.

Results of the Löwdin charge analysis, in e, for atoms 1 through 5:
1. C -0.10
2. C -0.23
3. C -0.19
4. C -0.32
5. C -0.03

---

# 6
Density functional theory data (ωB97M-V/def2-TZVPD) for a molecular structure, C17H20BrINO2PtS at a distorted geometry.

```
44
C17H20BrINO2PtS, DFT ωB97M-V/def2-TZVPD
Pt 1.06 -0.30 -1.12
N -2.88 0.75 -2.34
C -1.78 0.15 -1.95
O -0.91 0.78 -1.27
C -1.59 -1.31 -2.24
C -0.13 -1.68 -2.29
H -3.02 1.73 -2.15
H -3.57 0.29 -2.92
H -2.08 -1.58 -3.18
H -2.10 -1.85 -1.44
H 0.30 -1.56 -3.28
H 0.07 -2.68 -1.89
C -5.63 0.45 2.78
C -4.22 0.01 2.64
C -3.19 0.92 2.36
C -1.90 0.50 2.11
C -1.60 -0.85 2.26
C -2.60 -1.79 2.53
C -3.90 -1.36 2.73
S 0.09 -1.43 2.08
C 0.81 -0.93 3.66
O 0.73 -0.45 1.09
H -5.80 1.46 2.42
H -5.90 0.42 3.84
H -6.33 -0.25 2.32
H -3.41 1.98 2.38
H -1.13 1.21 1.87
H -2.37 -2.84 2.61
H -4.67 -2.08 2.96
H 0.69 0.14 3.79
H 1.87 -1.19 3.62
H 0.32 -1.48 4.46
Br 3.64 -0.75 -0.58
C 4.69 0.43 -1.66
C 6.07 0.30 -1.57
C 6.89 1.12 -2.31
C 6.34 2.10 -3.14
C 4.96 2.24 -3.22
C 4.14 1.40 -2.48
I 2.05 1.70 -2.71
H 6.49 -0.46 -0.91
H 7.96 1.00 -2.25
H 6.98 2.75 -3.72
H 4.54 2.99 -3.87
```

As for the spin multiplicity: 1. The net charge is +3. The total energy comes out at -4253.09041 a.u. The HOMO-LUMO gap (spin up / spin down) comes out at 3.5714 / 3.6221 eV. The value obtained for the molar mass is 704.3 g mol⁻¹.

Results of the Löwdin charge analysis, in e, for atoms 1 through 5:
1. Pt 0.85
2. N 0.28
3. C -0.46
4. O -0.09
5. C -0.11